No. 1
DFT (ωB97M-V/def2-TZVPD) results for a structure of composition C4H5As2F12KN.

Results
**Highest occupied orbital energy**: -6.64 eV
**Charge**: -1
**F_max**: 0.77 eV/A
**Molar mass**: 484.0 g/mol
**E_LUMO**: 0.064 Ha
**Total energy**: -176343.53099 eV
**Gap between HOMO and LUMO**: 8.4 eV

Atoms and positions in Å:
K -0.2793 0.9866 -1.5390
As 0.9176 3.3712 1.3172
F 2.4580 2.7217 0.8619
F 1.2049 2.9086 2.9526
F -0.6358 3.9808 1.7288
F 0.6033 3.7428 -0.3619
F 0.2419 1.8067 0.9626
F 1.6339 4.9116 1.5452
As -3.2788 -1.4820 0.1146
F -3.9472 -0.4914 -1.1485
F -2.2757 -2.2557 -1.0872
F -2.5082 -2.4330 1.3324
F -4.2416 -0.6829 1.2930
F -4.5017 -2.6748 -0.1199
F -2.0213 -0.2787 0.3118
N 2.0386 -1.1780 0.2266
C 0.7719 -1.6043 -0.0710
C 0.7097 -1.7908 -1.4259
C 2.0039 -1.5025 -1.9613
C 2.7813 -1.0730 -0.9161
H 2.3272 -0.8098 1.1175
H 0.0205 -1.6186 0.7015
H -0.1642 -2.1527 -1.9454
H 2.3107 -1.5703 -2.9922
H 3.8304 -0.8315 -0.8974

=====

No. 2
DFT (ωB97M-V/def2-TZVPD) results for a cluster of 2 separate species, H4O2 in total.

Results
**Highest occupied orbital energy**: -11.20 eV
**Charge**: 0
**Structure (SMILES)**: O.O
**F_max**: 5.36 eV/A
**Molar mass**: 36.0 g/mol
**E_LUMO**: 0.022 Ha
**Total energy**: -4159.30549 eV
**ΔE to the lowest compared entry with this formula, charge and spin**: 61.1 kJ/mol
**Gap between HOMO and LUMO**: 11.8 eV

Atoms and positions in Å:
O 1.7277 0.0931 0.0634
H 1.8403 -0.6973 -0.5645
H 0.7750 -0.0085 0.1806
O -1.6036 -0.0938 -0.0805
H -1.8695 -0.2838 0.7963
H -1.7384 0.9951 -0.2751

=====

No. 3
DFT (ωB97M-V/def2-TZVPD) results for a structure of composition C46H35AlNP2Si.

Results
**Highest occupied orbital energy**: -10.37 eV
**Charge**: +1
**F_max**: 2.56 eV/A
**Molar mass**: 718.8 g/mol
**E_LUMO**: -0.121 Ha
**Total energy**: -82805.93582 eV
**ΔE to the lowest compared entry with this formula, charge and spin**: 0.0 kJ/mol
**Gap between HOMO and LUMO**: 7.1 eV

Atoms and positions in Å:
Al 0.0279 -0.2022 -0.0518
C 0.3930 -3.3804 2.0621
Si 0.1241 -1.5201 1.9979
C 1.6330 -0.5592 2.6526
C 1.6700 -0.1530 3.9693
C 2.6370 0.7359 4.4514
C 3.5582 1.2784 3.5737
C 3.6233 0.8064 2.2587
C 2.6297 -0.0654 1.7387
P 2.4597 -0.5276 -0.0256
C 3.6542 0.3690 -1.0004
C 4.9144 -0.0500 -1.5278
C 5.6833 0.7459 -2.3990
C 5.1975 1.9725 -2.7521
C 4.0329 2.4371 -2.1825
C 3.2803 1.6888 -1.2928
C 2.9813 -2.3089 -0.2106
C 2.5713 -3.0497 -1.3267
C 3.0726 -4.3256 -1.5500
C 3.9995 -4.7939 -0.6475
C 4.4313 -4.1139 0.4759
C 3.8662 -2.8791 0.7180
C -1.5364 -1.0467 2.7613
C -1.7575 -0.9156 4.1342
C -3.0410 -0.6292 4.5918
C -4.0739 -0.5043 3.6832
C -3.8473 -0.5262 2.3278
C -2.5802 -0.7820 1.8269
P -2.2625 -0.7880 -0.0675
C -2.5801 -2.5394 -0.5341
C -3.5304 -3.3595 0.0957
C -3.8264 -4.5726 -0.4462
C -3.2408 -5.0645 -1.5694
C -2.1960 -4.3159 -2.1423
C -1.9346 -3.0596 -1.6356
C -3.5106 0.1580 -0.9273
C -3.8868 1.3444 -0.3481
C -4.7665 2.1724 -1.0729
C -5.3126 1.7423 -2.2454
C -5.0409 0.5135 -2.7767
C -4.1125 -0.3159 -2.1521
H 0.6157 -3.6737 3.0698
H 1.2536 -3.7184 1.5200
H -0.5078 -3.9200 1.7362
H 0.9716 -0.5374 4.6749
H 2.6570 1.0299 5.5197
H 4.3243 1.9418 3.9040
H 4.4160 1.1797 1.6222
H 5.2867 -1.0102 -1.2648
H 6.6270 0.3120 -2.7684
H 5.7338 2.5769 -3.4969
H 3.6224 3.4147 -2.3918
H 2.2937 2.0554 -1.0141
H 1.9006 -2.5570 -2.0758
H 2.8248 -4.9135 -2.4607
H 4.5045 -5.7299 -0.8540
H 5.1659 -4.4924 1.1322
H 4.2044 -2.2940 1.5370
H -0.9713 -1.1850 4.8722
H -3.2943 -0.5989 5.6421
H -5.0313 -0.4088 4.0986
H -4.6932 -0.2945 1.6628
H -4.1069 -2.9401 0.9610
H -4.6014 -5.1125 0.0244
H -3.5256 -6.0415 -1.9494
H -1.7313 -4.6461 -3.0244
H -1.1577 -2.4334 -2.1180
H -3.4278 1.6834 0.5553
H -5.0297 3.1553 -0.7521
H -5.9679 2.4029 -2.8286
H -5.5145 0.1471 -3.7053
H -3.8617 -1.3015 -2.5658
N -0.6814 9.4025 -2.7378
C -0.6256 8.3480 -2.3071
C -0.6024 6.9738 -1.8728
C -1.5630 6.0706 -2.2568
C -1.4596 4.7248 -1.8380
C -0.3932 4.2631 -1.0950
C 0.6384 5.1693 -0.8152
C 0.5282 6.4893 -1.1771
C -0.2623 2.8681 -0.8027
C -0.1395 1.6702 -0.5835
H -2.4180 6.4012 -2.8465
H -2.1566 3.9632 -2.2260
H 1.4930 4.7532 -0.3022
H 1.2585 7.1960 -0.8364

=====

No. 4
DFT (ωB97M-V/def2-TZVPD) results for a cluster of 5 separate species, C8H17Cl12OP in total.

Results
**Highest occupied orbital energy**: -7.90 eV
**Charge**: 0
**Structure (SMILES)**: OCCCC[PH4].ClC(Cl)Cl.ClC(Cl)Cl.ClC(Cl)Cl.ClC(Cl)Cl
**F_max**: 1.34 eV/A
**Molar mass**: 585.6 g/mol
**E_LUMO**: 0.014 Ha
**Total energy**: -170173.36033 eV
**Gap between HOMO and LUMO**: 8.3 eV

Atoms and positions in Å:
O -5.1638 3.9950 -2.1040
C -5.6228 2.6470 -2.0187
C -4.4681 1.6127 -1.8259
C -3.3287 1.7511 -2.8774
C -2.1301 2.6433 -2.4221
P -1.0588 2.9967 -3.9933
H -5.1050 4.1790 -3.0381
H -6.3546 2.4770 -1.2103
H -6.1461 2.4198 -2.9739
H -4.9436 0.6180 -1.9922
H -4.1003 1.5858 -0.7816
H -3.6911 2.1377 -3.8520
H -2.9259 0.7347 -3.0724
H -2.4620 3.6263 -2.0179
H -1.5028 2.1624 -1.6538
H 0.1250 2.9119 -3.1843
H -1.5361 1.7695 -4.5918
H -1.8059 4.1829 -4.2861
H -0.2305 3.2046 -5.1668
Cl 2.2864 -0.9611 -0.8982
C 0.5640 -0.5735 -0.8322
Cl 0.3011 0.9008 0.1046
Cl -0.0969 -0.4149 -2.4683
H 0.0510 -1.3838 -0.3397
Cl 0.7216 -2.4655 1.7621
C 2.2974 -2.5801 2.5577
Cl 3.2011 -1.0728 2.3869
Cl 2.0970 -2.9955 4.2620
H 2.8627 -3.3714 2.0789
Cl 6.3821 -1.3066 3.6249
C 7.0414 0.2539 3.1238
Cl 8.1257 0.0584 1.7424
Cl 5.7403 1.3870 2.7378
H 7.6128 0.6620 3.9489
Cl 4.3272 -7.2041 5.7914
C 2.6011 -6.8454 5.9085
Cl 2.3331 -5.3733 6.8505
Cl 1.8845 -6.7015 4.2993
H 2.1175 -7.6681 6.4214